Entry 1:
Computed, not measured: the molecule C5H4O at a distorted geometry, with ωB97M-V with the def2-TZVPD basis set.

Calculated values
Total charge ... 0
HOMO level (spin up / spin down) ... -9.00 / -8.87 eV
Spin multiplicity ... 1

Positions of all 10 atoms, in Å:
1 O 2.06 -0.83 0.97
2 C -0.86 0.62 -0.69
3 C 1.65 0.00 0.14
4 C 0.36 0.50 0.15
5 C -1.13 -0.89 -0.34
6 C -1.06 0.14 0.73
7 H 2.34 0.40 -0.55
8 H -1.18 1.33 -1.40
9 H -1.70 0.42 1.65
10 H -0.48 -1.68 -0.66

Atomic partial charges in e from the Mulliken method, atoms 1 to 6:
1. O -0.491
2. C -0.384
3. C -0.136
4. C 0.212
5. C -0.389
6. C -0.204

Entry 2:
Computed, not measured: a cluster of 7 separate species, C28H56O13 in total at a distorted geometry, with ωB97M-V with the def2-TZVPD basis set.

Calculated values
Total charge ... 0
HOMO level ... -9.51 eV
Spin multiplicity ... 1

Positions of all 97 atoms, in Å:
1 O -3.60 -1.83 2.96
2 O 0.19 6.66 2.29
3 O -2.55 -0.93 4.73
4 O -0.26 -0.52 0.30
5 O 2.01 5.55 3.02
6 O -0.32 -1.28 -3.92
7 O 1.46 -4.46 -0.31
8 O -0.05 5.19 3.85
9 O -4.07 3.46 -3.19
10 O -0.85 -0.41 -5.90
11 O 1.16 -1.36 -5.57
12 O 4.20 -0.44 -1.51
13 O -2.38 -3.11 4.18
14 C -1.51 -4.89 5.48
15 C 2.29 -5.06 0.68
16 C 1.01 7.49 1.50
17 C -3.40 1.26 -3.71
18 C 4.36 1.49 -0.14
19 C -1.72 -3.40 5.42
20 C -2.96 2.72 -3.69
21 C 0.47 4.17 4.70
22 C -1.60 -0.31 -0.10
23 C -4.05 -0.52 2.60
24 C -0.52 1.80 0.52
25 C 1.78 -4.58 2.06
26 C 0.53 -3.80 1.70
27 C 4.26 0.98 -1.58
28 C 0.46 0.70 0.11
29 C 1.48 -1.19 -6.95
30 C 0.86 -3.31 0.29
31 C -4.64 1.25 -2.82
32 C 1.20 -2.48 -7.71
33 C -4.67 2.66 -2.20
34 C -2.83 -1.87 4.04
35 C -1.89 1.18 0.13
36 C 4.19 -0.84 -0.14
37 C 0.62 -2.07 -3.17
38 C 0.83 5.77 3.05
39 C 4.95 0.25 0.56
40 C -0.06 -0.98 -5.19
41 C 0.75 2.86 3.97
42 H 3.34 -4.78 0.50
43 H 1.38 4.52 5.19
44 H -2.32 -3.04 6.26
45 H 1.57 -1.54 -3.05
46 H 0.92 -0.36 -7.38
47 H 1.35 0.60 0.73
48 H 5.16 1.25 -2.15
49 H 3.35 1.34 -2.06
50 H 4.63 -1.83 -0.02
51 H 0.42 8.35 1.19
52 H 1.25 -2.33 -8.79
53 H 1.10 3.06 2.96
54 H 0.25 -3.01 2.40
55 H 0.21 -2.87 -7.49
56 H -5.59 1.18 -3.37
57 H -2.73 3.13 -4.67
58 H 2.21 -6.14 0.57
59 H -4.68 -0.02 3.33
60 H 1.55 -5.41 2.73
61 H 0.76 0.85 -0.93
62 H -0.03 -2.99 -0.23
63 H 2.55 -4.02 2.59
64 H -4.13 2.72 -1.24
65 H 1.50 2.30 4.51
66 H -3.62 0.90 -4.71
67 H 5.01 2.36 -0.01
68 H -2.22 -0.96 0.53
69 H 1.92 -3.25 -7.42
70 H 4.87 0.25 1.65
71 H 3.15 -0.90 0.19
72 H -1.77 -0.62 -1.13
73 H 6.01 0.22 0.30
74 H -0.16 2.26 3.88
75 H -0.88 -5.13 6.33
76 H -0.78 -2.86 5.46
77 H -2.58 1.43 0.94
78 H -2.60 0.63 -3.32
79 H 3.39 1.73 0.30
80 H -4.62 0.37 -2.17
81 H -0.37 2.68 -0.10
82 H -2.11 2.92 -3.02
83 H -4.59 -0.60 1.66
84 H -2.45 -5.43 5.55
85 H -5.66 3.04 -1.98
86 H -0.96 -5.20 4.59
87 H -0.25 4.02 5.50
88 H 0.77 -3.01 -3.69
89 H 1.37 6.96 0.62
90 H -3.16 0.11 2.50
91 H -0.46 2.04 1.57
92 H -0.34 -4.45 1.66
93 H -2.28 1.60 -0.80
94 H 1.60 -2.50 0.32
95 H 0.16 -2.28 -2.22
96 H 2.55 -0.98 -6.97
97 H 1.86 7.86 2.06

Atomic partial charges in e from the Mulliken method, atoms 1 to 6:
1. O -0.374
2. O -0.339
3. O -0.588
4. O -0.213
5. O -0.555
6. O -0.248

Entry 3:
Computed, not measured: a structure of composition C21H21AsIrN6S at a distorted geometry, with ωB97M-V with the def2-TZVPD basis set.

Calculated values
Total charge ... +3
HOMO level ... -16.15 eV
Spin multiplicity ... 1

Positions of all 51 atoms, in Å:
1 Ir -1.07 1.30 -0.25
2 As -1.09 0.99 -3.89
3 S 0.05 0.51 -2.07
4 N -0.24 0.30 1.15
5 N -2.39 -0.26 -0.19
6 N 2.13 4.37 1.61
7 N -3.90 -2.54 0.27
8 N 4.08 -4.07 4.26
9 N 0.25 2.75 0.38
10 C 1.13 2.24 1.31
11 C -0.59 -1.00 1.24
12 C 1.89 -3.40 3.84
13 C 0.24 -1.89 1.88
14 C 3.76 -2.19 2.93
15 C -1.91 -1.28 0.59
16 C 2.79 -4.27 4.45
17 C 2.39 -2.35 3.07
18 C 4.61 -3.10 3.55
19 C 0.19 1.56 -5.18
20 C 1.27 4.85 0.73
21 C 2.05 3.07 1.91
22 C 1.80 -0.05 2.27
23 C -3.61 -0.37 -0.69
24 C 0.93 0.79 1.62
25 C -2.01 -0.55 -4.55
26 C 0.32 4.05 0.11
27 C -2.35 2.40 -3.56
28 C -2.68 -2.40 0.80
29 C -4.36 -1.53 -0.44
30 C 1.46 -1.42 2.41
31 H -2.67 -0.94 -3.78
32 H 5.69 -3.05 3.47
33 H -0.39 4.44 -0.62
34 H -1.26 -1.29 -4.83
35 H -1.84 3.36 -3.66
36 H -5.37 -1.62 -0.84
37 H 0.83 -3.53 4.01
38 H -4.00 0.44 -1.28
39 H 0.89 0.75 -5.37
40 H 1.32 5.91 0.51
41 H 2.74 2.70 2.65
42 H 2.72 0.33 2.68
43 H 4.20 -1.40 2.32
44 H -3.15 2.34 -4.30
45 H -2.58 -0.26 -5.43
46 H -2.32 -3.22 1.41
47 H 2.48 -5.10 5.07
48 H -2.78 2.30 -2.57
49 H 0.72 2.43 -4.81
50 H -0.35 1.80 -6.10
51 H -0.01 -2.94 1.92

Atomic partial charges in e from the Mulliken method, atoms 1 to 6:
1. Ir 0.738
2. As 0.685
3. S -0.350
4. N -0.204
5. N -0.200
6. N -0.429

Entry 4:
Computed, not measured: the ion C2H3N2O with charge +1 at a distorted geometry, with ωB97M-V with the def2-TZVPD basis set.

Calculated values
Total charge ... +1
HOMO level ... -16.85 eV
Spin multiplicity ... 1

Positions of all 8 atoms, in Å:
1 O -1.63 -0.52 0.00
2 N 0.17 -1.19 0.00
3 N -1.36 0.63 0.01
4 C -0.17 1.08 -0.01
5 C 0.73 -0.08 -0.01
6 H 1.79 0.14 -0.03
7 H 0.12 2.12 0.01
8 H 0.35 -2.18 0.03

Atomic partial charges in e from the Mulliken method, atoms 1 to 6:
1. O -0.146
2. N -0.164
3. N 0.253
4. C -0.231
5. C 0.184
6. H 0.424

Entry 5:
Computed, not measured: a structure of composition C32H31N3O4 at a distorted geometry, with ωB97M-V with the def2-TZVPD basis set.

Calculated values
Total charge ... 0
HOMO level ... -7.41 eV
Spin multiplicity ... 1

Positions of all 70 atoms, in Å:
1 O 1.00 -0.79 2.55
2 O 0.66 -2.06 -1.22
3 O 1.64 -2.18 0.77
4 O -0.93 0.36 2.55
5 N 0.64 -0.08 -5.79
6 N -6.85 -4.10 3.76
7 N 2.81 3.24 1.09
8 C -0.58 3.84 3.35
9 C -0.47 -0.45 -6.66
10 C -0.76 0.44 -3.88
11 C 1.03 2.00 0.40
12 C -3.17 -3.13 0.68
13 C 2.74 -2.47 2.89
14 C 0.61 4.34 3.90
15 C 0.69 -1.66 -0.06
16 C -4.22 -3.72 1.38
17 C -4.90 -3.00 2.38
18 C 1.55 0.44 -2.27
19 C 0.30 0.73 -1.71
20 C 0.51 0.14 -4.45
21 C 1.91 0.01 -6.46
22 C -4.46 -1.71 2.69
23 C -0.15 -0.35 1.93
24 C 0.63 2.81 1.55
25 C 1.78 3.49 2.00
26 C 0.27 -3.12 2.61
27 C -0.34 -0.68 0.48
28 C -3.40 -1.14 1.99
29 C -0.58 3.08 2.16
30 C -0.85 0.70 -2.53
31 C 1.40 -2.16 2.21
32 C 0.15 1.03 -0.25
33 C 4.15 3.81 1.18
34 C 2.35 2.40 0.10
35 C 1.82 4.19 3.21
36 C -2.74 -1.83 0.96
37 C -6.01 -3.61 3.12
38 C -1.78 -1.08 0.05
39 C 1.66 0.13 -3.62
40 H 3.01 -3.53 2.71
41 H -4.95 -1.17 3.50
42 H -1.52 2.73 1.76
43 H 2.44 0.44 -1.65
44 H -1.44 -0.37 -6.15
45 H -3.10 -0.13 2.23
46 H 4.30 4.62 0.47
47 H 0.60 4.85 4.87
48 H 4.90 3.03 0.99
49 H -1.68 0.45 -4.48
50 H -1.60 -1.67 -0.85
51 H -1.83 0.92 -2.10
52 H 4.30 4.22 2.18
53 H 2.77 4.57 3.57
54 H 2.62 -0.19 -4.02
55 H -0.66 -2.91 2.04
56 H 2.96 2.19 -0.78
57 H 0.57 -4.16 2.41
58 H -0.37 -1.50 -7.00
59 H -4.54 -4.75 1.18
60 H -0.47 0.19 -7.56
61 H 0.05 -3.02 3.69
62 H 1.73 0.12 -7.54
63 H 2.66 -2.30 3.97
64 H -1.52 4.02 3.87
65 H 3.52 -1.83 2.46
66 H 2.48 0.88 -6.11
67 H -2.70 -3.71 -0.11
68 H -0.87 1.22 0.08
69 H 2.52 -0.89 -6.32
70 H -2.28 -0.17 -0.34

Atomic partial charges in e from the Mulliken method, atoms 1 to 6:
1. O -0.365
2. O -0.599
3. O -0.325
4. O -0.595
5. N 0.129
6. N -0.527

Entry 6:
Computed, not measured: the molecule C3H7NO2 at a distorted geometry, with ωB97M-V with the def2-TZVPD basis set.

Calculated values
Total charge ... 0
HOMO level ... -9.30 eV
Spin multiplicity ... 1

Positions of all 13 atoms, in Å:
1 O 0.36 -0.72 1.69
2 O -0.55 -0.20 -2.19
3 N 1.46 0.35 -1.44
4 C -0.60 0.24 1.28
5 C 0.06 0.30 -1.27
6 C -1.03 0.01 -0.12
7 H -1.35 -1.06 -0.23
8 H -1.94 0.59 -0.37
9 H -0.22 1.26 1.34
10 H -1.47 0.13 1.93
11 H 1.23 -0.32 1.65
12 H 2.17 1.03 -1.19
13 H 1.72 -0.26 -2.22

Atomic partial charges in e from the Mulliken method, atoms 1 to 6:
1. O -0.517
2. O -0.509
3. N -0.427
4. C -0.578
5. C 0.378
6. C -0.298

Entry 7:
Computed, not measured: the ion C2H3N2O2 with charge +1 at a distorted geometry, with ωB97M-V with the def2-TZVPD basis set.

Calculated values
Total charge ... +1
HOMO level ... -15.75 eV
Spin multiplicity ... 1

Positions of all 9 atoms, in Å:
1 O -0.98 -3.11 -1.36
2 O 0.16 1.46 1.98
3 N -0.63 -2.07 -0.92
4 N -0.25 -0.36 0.69
5 C -0.22 -0.98 -0.53
6 C 0.18 0.87 0.97
7 H 0.54 1.32 -0.10
8 H -0.79 -0.71 1.58
9 H 0.49 -0.36 -1.04

Atomic partial charges in e from the Mulliken method, atoms 1 to 6:
1. O -0.198
2. O -0.342
3. N 0.558
4. N -0.167
5. C 0.184
6. C 0.188

Entry 8:
Computed, not measured: a structure of composition C42H27F4N10Ti at a distorted geometry, with ωB97M-V with the def2-TZVPD basis set.

Calculated values
Total charge ... -1
HOMO level (spin up / spin down) ... -3.15 / -3.61 eV
Spin multiplicity ... 3

Positions of all 84 atoms, in Å:
1 Ti -0.23 1.22 1.26
2 F 2.00 -3.82 1.45
3 F 0.14 -1.99 0.84
4 F 3.52 0.83 -0.89
5 F 5.34 -1.05 -0.37
6 N 2.76 2.37 2.38
7 N -3.59 0.59 0.93
8 N 0.78 0.45 -0.27
9 N 1.00 0.74 2.84
10 N -0.78 -0.84 -2.33
11 N -1.62 0.03 2.21
12 N -1.85 2.24 0.50
13 N 0.76 3.03 1.21
14 N -0.20 -1.15 3.76
15 N -0.72 4.28 -0.23
16 C 3.74 5.13 1.36
17 C -2.78 -2.79 4.23
18 C -3.08 1.69 0.30
19 C 4.04 -1.88 5.09
20 C -4.79 -1.80 2.50
21 C 3.71 -2.48 0.55
22 C -3.53 -1.23 2.54
23 C 0.67 1.05 -1.60
24 C 0.16 -1.50 -3.21
25 C -3.81 2.50 -0.61
26 C 3.08 0.28 3.63
27 C 2.29 1.21 2.88
28 C 2.88 6.95 0.00
29 C -4.04 -3.36 4.20
30 C -2.54 -1.72 3.39
31 C 2.53 4.49 1.19
32 C -4.66 4.46 -2.38
33 C 4.91 -0.85 4.66
34 C -1.75 3.40 -0.22
35 C 4.45 0.23 3.94
36 C -1.33 -0.91 3.15
37 C 2.69 -1.83 4.80
38 C 3.10 -0.34 -0.38
39 C -3.40 4.58 -1.84
40 C 1.42 -1.73 0.54
41 C 0.39 4.11 0.43
42 C 1.74 -0.52 -0.08
43 C -2.97 3.59 -0.94
44 C -2.15 -1.21 -2.64
45 C 2.21 -0.75 4.06
46 C 2.38 -2.67 0.85
47 C -2.93 -0.11 1.79
48 C 0.91 -0.41 3.55
49 C 1.67 6.30 -0.17
50 C -5.03 -2.87 3.35
51 C 4.05 -1.30 -0.08
52 C -0.62 0.60 -2.31
53 C 1.51 5.06 0.43
54 C 3.91 6.37 0.76
55 C -5.10 2.40 -1.17
56 C -5.50 3.37 -2.04
57 C 2.03 3.19 1.67
58 H 0.02 -1.20 -4.27
59 H 5.96 -0.92 4.91
60 H 4.44 -2.71 5.65
61 H -2.82 -0.76 -1.91
62 H 2.02 -2.62 5.11
63 H 1.18 -1.26 -2.92
64 H 4.46 -3.22 0.80
65 H 1.54 0.83 -2.21
66 H 5.11 1.01 3.60
67 H -1.48 1.03 -1.79
68 H 0.62 2.14 -1.53
69 H -0.62 1.02 -3.33
70 H -5.55 -1.41 1.84
71 H 4.84 6.90 0.87
72 H -2.26 -2.30 -2.59
73 H 0.04 -2.58 -3.14
74 H -5.74 1.56 -0.90
75 H -6.49 3.31 -2.49
76 H -2.46 -0.89 -3.65
77 H -2.76 5.41 -2.09
78 H 0.87 6.73 -0.76
79 H -2.00 -3.16 4.88
80 H 4.53 4.67 1.95
81 H -6.01 -3.34 3.35
82 H -5.02 5.20 -3.07
83 H 3.04 7.92 -0.45
84 H -4.27 -4.20 4.85

Atomic partial charges in e from the Mulliken method, atoms 1 to 6:
1. Ti -0.274
2. F -0.396
3. F -0.512
4. F -0.433
5. F -0.370
6. N -0.510

Entry 9:
Computed, not measured: the molecule C4H10N2S2 at a distorted geometry, with ωB97M-V with the def2-TZVPD basis set.

Calculated values
Total charge ... 0
HOMO level ... -8.80 eV
Spin multiplicity ... 1

Positions of all 18 atoms, in Å:
1 S 2.79 0.28 -0.36
2 S -2.25 -0.97 -0.40
3 N -1.42 1.79 -0.58
4 N 1.09 0.61 0.34
5 C 0.39 -0.46 0.31
6 C 0.99 -1.96 0.19
7 C -0.92 -0.20 0.64
8 C -1.27 1.21 0.76
9 H -0.54 2.47 -0.72
10 H -0.70 2.06 1.51
11 H 3.42 1.64 0.12
12 H -1.97 -0.03 -1.44
13 H 2.06 -2.08 -0.54
14 H -2.14 1.46 1.22
15 H -0.98 -0.79 1.66
16 H 1.50 -1.62 1.36
17 H -2.44 2.53 -0.65
18 H 0.30 -2.88 -0.02

Atomic partial charges in e from the Mulliken method, atoms 1 to 6:
1. S -0.247
2. S -0.214
3. N -0.708
4. N -0.387
5. C 0.205
6. C -0.899

Entry 10:
Computed, not measured: a structure of composition C16H29PSiTl at a distorted geometry, with ωB97M-V with the def2-TZVPD basis set.

Calculated values
Total charge ... +3
HOMO level ... -16.89 eV
Spin multiplicity ... 1

Positions of all 48 atoms, in Å:
1 Tl 0.30 4.42 6.42
2 P 3.76 -2.03 -4.21
3 Si -0.61 -0.25 2.06
4 C -0.39 2.69 2.72
5 C 0.23 3.82 3.42
6 C -1.36 -1.37 -2.55
7 C 1.32 3.50 4.37
8 C 0.09 1.30 2.96
9 C 1.95 -1.89 -4.58
10 C -1.06 0.20 -2.29
11 C 1.85 2.15 4.66
12 C 1.01 -2.26 -3.32
13 C 0.76 -0.71 0.75
14 C 1.21 1.04 3.94
15 C -2.04 1.26 -0.04
16 C -0.76 -1.77 3.20
17 C -0.49 -1.93 -3.74
18 C -2.19 0.10 1.07
19 C -2.32 0.77 -1.51
20 H 1.72 -0.83 -4.85
21 H 1.82 4.38 4.90
22 H 2.70 1.96 5.37
23 H 4.54 -1.15 -5.00
24 H -2.41 -0.84 0.47
25 H -3.10 0.27 1.72
26 H -0.12 4.86 3.21
27 H 1.55 -0.01 4.09
28 H -0.45 -1.24 -4.62
29 H 1.71 -0.94 1.33
30 H -1.11 -2.62 2.54
31 H 4.15 -3.38 -4.48
32 H 0.24 -2.05 3.63
33 H 1.35 -1.72 -2.40
34 H -1.20 -1.90 -1.57
35 H -1.20 2.91 2.00
36 H -2.66 1.69 -2.09
37 H -1.53 -1.66 4.01
38 H -0.98 1.65 0.06
39 H 1.06 -3.38 -3.22
40 H 0.96 0.24 0.19
41 H -0.98 -2.88 -4.12
42 H -0.10 0.23 -1.71
43 H -0.88 0.73 -3.26
44 H 1.63 -2.53 -5.47
45 H 0.45 -1.57 0.10
46 H -2.78 2.07 0.24
47 H -2.44 -1.40 -2.88
48 H -3.19 0.06 -1.50

Atomic partial charges in e from the Mulliken method, atoms 1 to 6:
1. Tl 0.843
2. P 0.236
3. Si -0.310
4. C 0.157
5. C -0.936
6. C -0.576

Entry 11:
Computed, not measured: the molecule C5H6OS at a distorted geometry, with ωB97M-V with the def2-TZVPD basis set.

Calculated values
Total charge ... 0
HOMO level ... -8.33 eV
Spin multiplicity ... 1

Positions of all 13 atoms, in Å:
1 S 1.04 -1.69 -0.04
2 O -0.06 1.44 -0.26
3 C -1.95 -0.67 0.03
4 C -0.55 -0.86 -0.40
5 C 1.28 1.13 -0.12
6 C -0.78 0.27 0.39
7 C 1.83 -0.01 0.01
8 H -2.39 -0.95 0.91
9 H 2.04 2.02 0.12
10 H -0.55 -0.67 -1.59
11 H -0.44 0.24 1.45
12 H -2.44 -0.18 -0.87
13 H 2.98 -0.06 0.37

Atomic partial charges in e from the Mulliken method, atoms 1 to 6:
1. S -0.139
2. O -0.398
3. C -0.517
4. C -0.113
5. C -0.031
6. C -0.104

Entry 12:
Computed, not measured: the molecule C3H6BrO2P at a distorted geometry, with ωB97M-V with the def2-TZVPD basis set.

Calculated values
Total charge ... 0
HOMO level (spin up / spin down) ... -7.98 / -9.31 eV
Spin multiplicity ... 1

Positions of all 13 atoms, in Å:
1 Br 1.70 -1.18 -3.89
2 P -0.48 -1.43 -3.70
3 O -0.29 1.13 -1.82
4 O -0.71 -1.60 -2.16
5 C 0.16 0.76 0.57
6 C -0.56 0.47 -0.76
7 C -0.02 -1.18 -1.12
8 H -0.17 0.02 1.25
9 H 1.33 0.78 0.70
10 H -1.73 0.35 -0.55
11 H -0.11 1.85 0.77
12 H 1.04 -1.02 -1.34
13 H -0.19 -1.98 -0.36

Atomic partial charges in e from the Mulliken method, atoms 1 to 6:
1. Br -0.153
2. P 0.257
3. O -0.535
4. O -0.119
5. C -1.117
6. C 0.494

M readings, ordered: 80.09, 600.74, 656.65, 71.06, 521.62, 89.09, 87.06, 795.61, 150.27, 484.85, 114.17, 184.96 g mol⁻¹